Computed, not measured: a structure of composition C38H38BrCl5N4O8Pb, with ωB97M-V with the def2-TZVPD basis set.

- HOMO energy (spin up / spin down) (Ha) = -0.45357 / -0.45248
- total charge = +2
- frontier orbital gap (spin up / spin down) (eV) = 5.0 / 5.0

Atoms and positions in Å:
C (2.618, -2.847, -6.805)
H (1.888, -4.117, -1.868)
C (-3.207, -0.193, -0.377)
C (-2.962, -3.899, 2.843)
H (-2.489, -3.149, 3.476)
C (-2.305, -1.670, 1.271)
Cl (3.614, -2.873, -8.160)
H (0.643, 3.313, 7.826)
O (0.858, -1.123, 1.271)
C (4.072, -3.069, 2.817)
C (1.842, -1.732, 1.789)
C (2.922, -1.952, -5.731)
C (-3.681, 0.923, -3.981)
H (2.430, -5.051, -0.456)
C (0.361, 1.136, 4.695)
N (0.565, 0.224, 3.692)
Br (5.566, -3.968, 3.468)
H (-1.120, -5.844, 1.876)
C (0.589, 2.684, 6.948)
Cl (4.277, -0.926, -5.852)
C (-1.885, -5.455, 1.204)
H (3.413, 2.776, -0.699)
C (1.786, -0.367, 3.918)
C (1.611, 1.813, 6.669)
Cl (1.156, -4.754, -8.040)
H (-3.471, 0.764, 0.076)
C (0.977, -2.812, -4.496)
C (1.496, -3.706, -6.740)
Cl (-0.665, -4.694, -5.487)
H (-1.389, 3.213, 1.376)
H (-1.557, 2.105, 4.343)
C (1.684, 5.420, -1.552)
O (1.137, 1.716, 0.899)
C (0.692, -3.690, -5.628)
H (2.486, 1.729, 7.301)
H (-4.533, 0.537, -4.539)
C (-0.544, 2.784, 6.109)
N (-3.871, 0.648, -2.555)
H (3.900, -1.784, 4.536)
O (-1.910, -0.457, -2.380)
C (3.501, -2.063, 3.571)
C (2.483, -4.085, -0.959)
O (-1.303, -3.189, -0.277)
H (3.518, -3.842, -1.197)
C (3.011, 3.273, -1.586)
H (0.801, 8.215, -0.680)
C (-1.646, 3.499, 0.353)
O (0.408, 1.138, -1.119)
C (2.129, -1.933, -4.625)
N (-2.236, -4.084, 1.583)
C (2.381, -1.395, 3.093)
H (1.159, 7.903, -2.374)
H (-4.868, 2.183, -1.482)
H (-2.772, 0.445, -4.327)
C (-2.946, -0.004, -1.865)
H (-2.508, 4.162, 0.398)
H (-3.608, 1.999, -4.141)
C (1.496, 1.023, 5.515)
H (-0.007, 0.060, 2.885)
H (-1.692, -1.427, 2.141)
C (0.493, 7.639, -1.554)
H (3.791, 3.917, -1.987)
C (0.549, 6.164, -1.255)
H (4.048, -4.258, 1.016)
O (0.259, -2.846, -3.487)
O (-2.050, -0.715, 0.257)
H (-5.821, 1.349, -2.712)
H (-4.055, -0.872, -0.262)
O (1.898, -3.064, -0.140)
H (1.156, 0.744, 1.005)
H (-1.938, 2.592, -0.186)
H (-4.004, -3.625, 2.673)
H (-1.326, 3.485, 6.370)
C (-1.917, -3.065, 0.795)
H (2.529, 5.908, -2.027)
H (-2.771, -6.084, 1.273)
C (0.732, 2.011, -0.319)
C (-0.683, 2.017, 4.976)
C (0.678, 3.464, -0.635)
C (-5.073, 1.212, -1.936)
C (-0.525, 5.524, -0.647)
Cl (2.461, -0.859, -3.321)
H (-1.418, 6.094, -0.411)
H (-3.347, -1.641, 1.590)
C (3.562, -3.459, 1.555)
C (2.478, -2.811, 1.053)
C (1.771, 4.067, -1.253)
C (-0.480, 4.176, -0.327)
Pb (0.029, -1.383, -1.315)
N (2.360, 0.087, 5.012)
H (-0.517, 7.953, -1.813)
H (2.793, 2.507, -2.335)
H (-5.495, 0.544, -1.189)
H (-2.947, -4.841, 3.384)
H (-1.514, -5.465, 0.186)